Here is a molecular structure, C32H25BiCl5GeN6O3S from the OMol25 dataset. Energies are from ωB97M-V/def2-TZVPD.

Summary:
**ΔE to the lowest compared entry with this formula, charge and spin**: 82.22 kJ/mol
**M**: 1032.51 g mol⁻¹
**Kohn-Sham gap (alpha / beta)**: 7.606 / 5.933 eV
**<S²>**: 0.755
**Multiplicity**: 2
**HOMO (alpha / beta)**: -7.844 / -8.044 eV

Each line ends with the Mulliken charge.
Atoms and positions in Å:
Bi (0.075, 0.131, -0.051)  3.245
C (-2.055, -3.613, 2.287)  -1.292
C (-1.163, -2.662, 3.031)  0.582
C (-1.465, -2.195, 4.312)  -0.313
C (-0.570, -1.361, 4.952)  -0.731
C (0.627, -1.035, 4.327)  -0.841
C (0.851, -1.546, 3.061)  0.663
N (-0.036, -2.310, 2.417)  -0.131
C (2.149, -1.428, 2.337)  0.345
C (3.368, -1.461, 2.997)  -0.805
C (4.517, -1.623, 2.240)  -1.048
C (4.417, -1.775, 0.869)  -0.653
C (3.162, -1.671, 0.278)  0.289
N (2.071, -1.458, 1.007)  0.163
C (2.926, -1.842, -1.189)  0.950
C (3.970, -1.890, -2.096)  -1.144
C (3.671, -2.060, -3.440)  -0.647
C (2.354, -2.202, -3.822)  -0.881
C (1.357, -2.153, -2.847)  1.122
C (-0.081, -2.370, -3.217)  -1.391
N (1.643, -1.952, -1.564)  -0.005
H (-2.459, -4.370, 2.961)  0.434
H (-1.480, -4.097, 1.500)  0.313
H (-2.897, -3.092, 1.836)  0.128
H (-2.398, -2.477, 4.782)  0.375
H (-0.799, -0.961, 5.932)  0.436
H (1.352, -0.391, 4.807)  0.486
H (3.412, -1.418, 4.076)  0.457
H (5.484, -1.673, 2.722)  0.435
H (5.299, -1.969, 0.277)  0.349
H (4.994, -1.769, -1.775)  0.343
H (4.463, -2.080, -4.177)  0.437
H (2.085, -2.350, -4.859)  0.433
H (-0.225, -3.399, -3.553)  0.535
H (-0.383, -1.710, -4.032)  0.271
H (-0.723, -2.197, -2.355)  -0.030
N (4.383, 1.479, 0.100)  -0.283
C (3.018, 1.508, 0.232)  0.246
S (2.096, 1.256, -1.247)  -0.549
N (2.522, 1.711, 1.406)  -1.159
N (1.122, 1.812, 1.338)  0.630
C (0.665, 2.873, 1.890)  -1.131
C (-0.616, 3.490, 1.643)  0.969
C (-0.789, 4.780, 2.161)  -0.681
C (-1.837, 5.580, 1.765)  -0.805
C (-2.708, 5.102, 0.786)  -0.642
C (-2.562, 3.833, 0.268)  -0.344
C (-1.555, 2.976, 0.727)  -0.398
O (-1.547, 1.714, 0.299)  -0.191
H (4.742, 1.567, -0.834)  0.243
H (4.904, 1.939, 0.830)  0.295
H (1.387, 3.463, 2.457)  0.326
H (-0.055, 5.153, 2.867)  0.383
H (-1.961, 6.571, 2.179)  0.403
H (-3.513, 5.732, 0.427)  0.407
H (-3.240, 3.455, -0.484)  0.602
Cl (-4.703, 0.674, -6.311)  -0.236
C (-3.494, 0.571, -5.065)  0.109
C (-2.202, 1.042, -5.326)  -0.628
C (-1.240, 0.979, -4.355)  0.763
Cl (0.355, 1.561, -4.696)  -0.198
C (-1.486, 0.448, -3.051)  -1.172
O (-0.525, 0.493, -2.198)  -0.312
C (-2.796, -0.067, -2.846)  1.553
C (-3.200, -0.765, -1.655)  -0.829
O (-2.471, -1.151, -0.742)  -0.302
C (-3.783, 0.027, -3.849)  -1.017
H (-1.963, 1.462, -6.293)  0.466
H (-4.273, -1.011, -1.603)  0.262
H (-4.776, -0.356, -3.646)  0.415
Cl (-4.617, -1.112, 2.602)  -0.398
Ge (-3.313, 0.467, 1.739)  0.994
Cl (-2.558, 1.486, 3.532)  -0.340
Cl (-4.919, 1.690, 0.924)  -0.329